2 unconnected molecules or ions with the total composition C3H3NO2 at a distorted geometry, computed with the ωB97M-V functional and the def2-TZVPD basis.

CARTESIAN COORDINATES (ANGSTROEM)
C (-1.0233, -1.3379, -1.2346)
C (1.1672, 0.1087, -0.9573)
C (0.1538, -0.6746, -1.1537)
N (-2.0580, -1.8444, -1.2510)
O (1.4771, -0.6492, -2.0249)
O (-0.2281, 1.3413, 2.0962)
H (1.6656, 0.8743, -0.4124)
H (-1.1872, 1.3841, 2.0917)
H (0.0330, 0.7977, 2.8460)

Atoms 1-6, force components in eV/Å:
-0.68 -0.14 0.08
-1.71 -1.01 0.12
1.52 1.35 0.61
-0.22 -0.25 -0.07
0.78 -0.29 -0.88
0.31 0.05 -0.21

Energy relative to the best compared isomer or geometry (same formula, charge and spin) (kcal per mole): 123.4
HOMO energy (eV): -8.91
HOMO-LUMO gap (eV): 8.84

The net atomic charges from Mulliken, expressed in e, are: C 0.311; C -0.028; C 0.208; N -0.440; O -0.436; O -0.637; H 0.381; H 0.322; H 0.319